1.
89
Properties=species:S:1:pos:R:3:forces:R:3:mulliken_charge:R:1 method="wB97M-V/def2-TZVPD" energy_ev=-80605.2630 e_lumo_ev=-2.9038 molar_mass_da=725.8 orbital_gap_ev=7.3 e_homo_ev=-10.2 charge=+1
Ca -0.197316 1.210168 0.485622 -0.084 0.134 -0.170 2.76
O 3.795985 -4.425074 -0.614390 -0.077 0.163 -0.110 -0.75
C 3.520148 -3.901790 0.474573 -0.091 -0.190 -0.230 0.27
O 3.414821 -4.382909 1.613038 0.070 0.105 0.281 -0.67
C 3.114432 -2.405739 0.390868 0.073 0.174 -0.114 -0.62
C 2.831306 -1.816929 -0.833703 0.051 -0.048 0.149 -0.58
C 2.194527 -0.583298 -0.858812 -0.071 -0.223 -0.282 0.07
N 1.863728 0.056884 0.259958 0.311 0.161 0.384 0.09
C 2.287808 -0.422499 1.438237 0.129 -0.113 0.161 0.73
C 2.917844 -1.650225 1.538710 -0.158 -0.156 0.059 -0.98
C 2.044618 0.448520 2.627194 0.299 -0.124 0.121 0.06
C 2.714182 0.218227 3.828410 -0.099 0.091 -0.051 -0.58
C 2.509195 1.084347 4.887024 -0.027 0.031 -0.018 -0.78
C 1.645495 2.158911 4.725918 -0.042 0.002 -0.141 -0.81
C 1.020414 2.312529 3.499794 -0.010 0.171 0.201 -0.51
N 1.213273 1.487123 2.476249 0.136 -0.275 -0.142 0.26
C 1.750953 0.079293 -2.120716 0.110 -0.125 -0.072 0.58
C 2.037654 -0.464015 -3.369998 -0.010 0.164 0.007 -0.83
C 1.627840 0.212567 -4.505751 0.001 -0.002 0.050 -0.73
C 0.960650 1.417997 -4.363124 -0.019 0.052 0.100 -1.20
C 0.707555 1.874106 -3.079903 -0.030 0.114 -0.144 -0.32
N 1.065293 1.220750 -1.980611 -0.018 -0.248 0.221 0.84
H 3.074586 -2.396081 -1.713347 -0.008 0.020 -0.058 0.67
H 3.184624 -2.112625 2.479493 -0.007 0.060 -0.013 0.42
H 3.402072 -0.607713 3.923777 -0.003 -0.025 -0.008 0.57
H 3.027878 0.929503 5.823591 0.001 0.004 0.012 0.48
H 1.463448 2.865777 5.520837 -0.004 0.023 0.040 0.45
H 0.329965 3.129656 3.320764 0.012 0.013 0.056 0.43
H 2.576264 -1.393790 -3.459352 0.047 -0.038 0.020 0.49
H 1.841538 -0.187561 -5.486661 0.004 -0.025 -0.037 0.49
H 0.645850 1.998084 -5.217366 -0.009 0.013 -0.046 0.48
H 0.208444 2.823534 -2.920771 -0.018 0.016 -0.039 0.48
C -4.129172 0.590196 2.263273 0.045 -0.059 -0.042 -1.29
C -2.710288 0.468769 2.731527 -0.207 -0.219 0.295 0.43
O -1.784528 1.004284 2.119291 0.399 0.359 -0.300 -0.63
N -2.474902 -0.244786 3.834159 0.077 -0.075 -0.120 -0.10
C -1.122670 -0.614980 4.222359 -0.033 0.048 0.125 -0.38
C -0.565895 -1.804997 3.453024 -0.024 -0.010 0.138 0.60
C 0.462867 -2.570093 4.003020 -0.101 -0.035 -0.183 -0.67
C 0.962285 -3.643369 3.279273 -0.120 0.149 0.076 -0.49
C 0.392354 -3.927138 2.045144 -0.143 0.024 -0.007 -0.49
C -0.636497 -3.118913 1.594467 0.128 -0.132 -0.045 -0.61
N -1.104375 -2.062448 2.266183 0.002 0.127 -0.009 -0.20
H -4.230565 1.493496 1.669642 -0.028 0.028 -0.007 0.12
H -4.846777 0.595530 3.079778 -0.010 -0.020 0.055 0.48
H -4.333992 -0.269077 1.621753 -0.033 0.012 -0.019 0.29
H -3.252372 -0.742703 4.234067 0.032 -0.073 0.074 0.28
H -1.127467 -0.822153 5.292612 0.028 -0.066 -0.036 0.47
H -0.482863 0.257824 4.073802 -0.073 -0.078 -0.008 -0.24
H 0.857655 -2.325562 4.980677 0.005 0.007 0.041 0.44
H 1.779201 -4.243921 3.653980 0.017 -0.024 -0.059 0.44
H 0.741713 -4.755954 1.447378 0.089 -0.011 0.023 0.47
H -1.117801 -3.329698 0.645209 -0.010 0.025 0.001 0.80
O -2.053402 1.140934 -0.931251 -0.055 -0.054 0.078 0.06
C -2.583189 2.155693 -1.783678 0.084 -0.081 -0.118 -0.29
C -3.166318 3.297951 -0.970269 -0.096 0.072 -0.201 -1.03
C -2.294318 3.873902 0.149807 -0.121 0.078 0.236 -0.24
C -0.931057 4.375588 -0.240575 -0.199 0.172 -0.116 0.06
C -0.742120 5.651926 -0.763275 0.015 -0.113 0.048 -0.84
C 0.541480 6.073695 -1.059764 -0.010 -0.013 0.008 -0.47
C 1.603800 5.208164 -0.841429 0.033 -0.149 -0.063 -0.86
C 1.330290 3.943076 -0.354690 0.172 0.296 0.028 -0.54
N 0.095659 3.546066 -0.045278 -0.069 -0.072 -0.035 0.56
H -1.869837 0.299559 -1.427667 -0.075 -0.024 -0.062 0.58
H -3.370974 1.718304 -2.406002 0.050 0.122 0.007 0.48
H -1.790311 2.514375 -2.449508 -0.129 0.037 0.056 0.12
H -4.110502 2.982591 -0.521455 0.012 -0.054 0.006 0.38
H -3.420177 4.092125 -1.679648 0.005 -0.021 0.017 0.43
H -2.186285 3.134821 0.947712 0.031 -0.035 -0.049 -0.39
H -2.848842 4.703860 0.596039 0.016 -0.024 -0.025 0.67
H -1.592164 6.303596 -0.908823 -0.027 0.021 -0.011 0.55
H 0.714675 7.066800 -1.451085 0.004 0.023 -0.002 0.45
H 2.621372 5.497257 -1.056588 0.032 0.018 -0.011 0.48
H 2.118706 3.216725 -0.195991 0.034 0.009 0.011 0.36
N 0.214875 -5.482551 -4.528748 0.076 -0.015 0.084 -0.26
C -0.672388 -4.522919 -4.859052 -0.105 0.061 -0.069 0.17
O -1.280872 -4.506291 -5.909329 0.030 0.000 0.032 -0.62
C -0.891419 -3.415229 -3.849711 -0.023 0.046 0.006 1.04
C -1.927404 -2.522474 -4.102616 0.077 0.007 0.074 -0.75
C -2.136833 -1.473144 -3.225823 0.001 -0.083 -0.297 -0.73
N -1.385691 -1.263560 -2.144776 -0.146 0.123 0.066 -0.28
C -0.409956 -2.133137 -1.899325 -0.078 -0.148 -0.033 -1.03
C -0.120103 -3.215430 -2.713310 -0.049 0.049 0.032 -0.81
H 0.365488 -6.228794 -5.185788 0.001 -0.020 -0.016 0.24
H 0.679928 -5.524164 -3.640403 -0.001 -0.026 -0.022 0.17
H -2.539911 -2.652424 -4.982336 -0.011 -0.030 -0.025 0.53
H -2.931331 -0.759150 -3.410727 -0.021 -0.003 0.007 0.39
H 0.182259 -1.963912 -1.016667 0.037 -0.021 0.187 1.06
H 0.715886 -3.845862 -2.438138 0.003 -0.043 -0.011 0.37

=====

2.
87
Properties=species:S:1:pos:R:3:forces:R:3:mulliken_charge:R:1 method="wB97M-V/def2-TZVPD" energy_ev=-152330.6372 e_lumo_ev=2.3443 molar_mass_da=977.7 orbital_gap_ev=6.7 e_homo_ev=-4.3 charge=-1
Ir -0.256444 0.653438 0.688615 -0.596 0.216 -0.127 0.90
C 1.495518 -3.547669 3.999114 -0.035 0.026 0.082 -0.79
C 1.963041 -3.804646 2.588209 0.025 0.005 -0.065 -0.40
O 0.835331 -3.754290 1.696021 -0.030 -0.027 0.046 -0.54
P 0.716440 -2.606841 0.590310 0.223 0.198 0.164 0.77
S -0.927153 -2.767013 -0.407030 -0.172 -0.130 -0.024 -0.47
S 1.288787 -0.824184 1.504120 0.271 -0.244 0.152 -0.50
O 2.022833 -2.987048 -0.290273 -0.017 -0.025 -0.114 -0.32
C 2.264522 -2.248898 -1.492842 -0.048 -0.082 0.016 0.28
C 3.363900 -2.945968 -2.258413 0.053 0.026 -0.019 -1.52
H 2.325238 -3.653011 4.702210 0.007 -0.001 -0.020 0.42
H 0.710642 -4.252002 4.273248 -0.033 -0.026 0.015 0.23
H 1.092528 -2.538372 4.082788 -0.001 0.008 -0.004 0.05
H 2.395627 -4.800847 2.477746 -0.016 -0.009 0.011 0.38
H 2.716108 -3.075586 2.285563 0.002 0.004 0.001 0.34
H 2.544804 -1.229281 -1.230540 0.043 0.126 0.022 -0.10
H 1.339934 -2.204255 -2.074363 0.017 -0.027 -0.003 0.36
H 4.271186 -3.013592 -1.655354 -0.009 0.000 0.003 0.29
H 3.595156 -2.386935 -3.167524 -0.005 -0.003 0.007 0.39
H 3.060612 -3.955261 -2.537865 -0.008 0.000 0.012 0.40
O 2.562064 2.056151 1.915939 -0.003 -0.016 -0.034 -0.61
S 2.333002 2.878544 0.760209 0.055 -0.055 0.077 0.94
O 2.414245 4.310418 0.923515 0.045 0.006 0.011 -0.76
N 0.955454 2.408239 0.068096 -0.047 -0.128 0.135 0.06
C 0.283270 3.231880 -0.813920 -0.239 -0.034 -0.207 0.46
C 0.639898 4.485901 -1.286943 0.076 0.088 -0.008 -0.75
C -0.152647 5.171190 -2.221838 -0.052 -0.002 -0.064 -0.99
C -1.303912 4.643201 -2.737597 0.066 -0.035 0.074 -0.94
C -1.708205 3.362279 -2.301692 0.071 0.050 -0.020 1.15
C -2.838966 2.695770 -2.823599 -0.086 0.002 -0.110 -0.65
C -3.132244 1.429520 -2.418396 0.023 -0.047 0.029 -1.07
C -2.341894 0.828350 -1.423111 0.131 0.027 -0.062 0.16
N -1.314420 1.449286 -0.877137 -0.262 0.311 0.230 0.04
C -0.943653 2.687338 -1.331174 0.184 -0.105 -0.002 -0.13
C 3.578723 2.419181 -0.423803 -0.040 -0.013 0.032 0.01
C 4.065778 3.339068 -1.337952 0.005 0.050 -0.037 -0.26
C 4.996309 2.931392 -2.285536 0.005 0.000 0.002 -0.67
C 5.435362 1.615823 -2.308235 -0.015 -0.020 0.028 -0.51
C 4.950359 0.704061 -1.376847 0.008 0.002 -0.016 -0.43
C 4.020348 1.102771 -0.430188 0.029 -0.059 0.002 -0.41
H 1.531012 4.968530 -0.921451 -0.037 -0.043 0.007 0.53
H 0.182776 6.148629 -2.548335 -0.012 0.006 0.002 0.38
H -1.894820 5.169936 -3.475972 0.000 0.001 -0.003 0.36
H -3.443752 3.198667 -3.569517 0.000 -0.005 0.003 0.40
H -3.970468 0.880760 -2.824809 0.004 -0.001 -0.010 0.39
H -2.530483 -0.176379 -1.072989 -0.050 0.012 0.026 0.46
H 3.730306 4.366403 -1.294999 0.001 -0.017 0.008 0.36
H 5.381524 3.645193 -3.002994 -0.002 0.000 0.004 0.38
H 6.162369 1.299348 -3.046036 -0.003 0.006 -0.003 0.37
H 5.298880 -0.321527 -1.386252 0.000 0.003 -0.006 0.42
H 3.634417 0.411244 0.309728 -0.025 -0.006 -0.021 0.56
C -1.836890 0.179993 1.487979 0.434 -0.164 -0.247 -0.57
Ge -2.246592 0.253910 3.389786 0.062 -0.092 0.022 1.68
C -1.070838 1.348186 4.502134 0.063 0.013 -0.107 -0.12
C -1.436061 1.662132 5.812509 -0.075 -0.002 0.022 -0.34
C -0.621414 2.454835 6.608264 0.001 0.004 0.012 -0.76
C 0.572219 2.952657 6.100192 0.023 0.004 0.000 -0.50
C 0.947857 2.653337 4.799149 -0.030 -0.018 0.003 -0.60
C 0.129076 1.855684 4.008155 0.025 -0.040 0.072 0.40
C -2.361679 -1.562911 4.123985 0.150 0.005 0.011 -0.12
C -2.978981 -2.578909 3.393724 -0.013 -0.007 -0.031 -0.12
C -3.060292 -3.870993 3.894145 -0.009 0.011 -0.001 -0.67
C -2.524576 -4.168249 5.139695 0.039 -0.031 -0.014 -0.40
C -1.890551 -3.174277 5.870664 0.017 0.004 -0.008 -0.66
C -1.803009 -1.885203 5.360044 -0.096 0.029 0.049 -0.30
C -4.044495 1.043058 3.524334 -0.029 -0.022 -0.011 -0.01
C -4.238944 2.356656 3.094159 -0.011 0.037 0.006 -0.52
C -5.498709 2.938007 3.111626 0.001 -0.005 0.005 -0.63
C -6.593587 2.209693 3.559988 0.002 -0.001 -0.001 -0.41
C -6.418396 0.903101 3.990965 0.002 0.009 0.003 -0.61
C -5.152766 0.327176 3.971015 -0.009 -0.003 0.038 -0.29
H -2.752475 -0.009356 0.906842 -0.098 0.211 -0.002 0.29
H -2.373435 1.294580 6.220163 -0.008 -0.002 -0.022 0.42
H -0.918697 2.689363 7.623842 -0.010 -0.005 -0.005 0.37
H 1.206999 3.574666 6.720433 -0.002 0.000 0.001 0.37
H 1.874241 3.029670 4.383907 -0.006 -0.004 -0.011 0.46
H 0.440063 1.622439 2.996676 0.003 0.062 0.031 -0.46
H -3.389889 -2.370275 2.411474 0.035 0.014 -0.004 0.38
H -3.532234 -4.647653 3.304917 0.004 0.001 0.001 0.39
H -2.583823 -5.177463 5.529696 -0.006 0.006 0.003 0.35
H -1.452197 -3.403678 6.834787 -0.003 -0.002 0.001 0.36
H -1.297410 -1.119402 5.938279 0.021 -0.007 -0.022 0.31
H -3.393485 2.938770 2.740269 0.010 -0.021 -0.003 0.38
H -5.626965 3.959497 2.773962 -0.003 -0.002 0.000 0.39
H -7.578811 2.660203 3.572310 0.002 0.000 0.002 0.36
H -7.267518 0.329216 4.343227 0.000 0.002 0.000 0.38
H -5.030705 -0.695328 4.312822 0.013 0.000 -0.015 0.32